Entry 1:
C49H47F9N2O10S3SiTi as an isolated structure. Source: the OMol25 dataset; level of theory: wB97M-V/def2-TZVPD.

Properties
* LUMO energy: -0.003 Ha
* ΔE to the lowest compared entry with this formula, charge and spin: 1.8 kcal per mole
* spin multiplicity: 1
* frontier orbital gap: 8.25 eV
* net charge: 0

Each line ends with the Löwdin charge.
Cartesian coordinates (Å):
Ti -2.62624 0.51746 0.36158  1.05
O -2.01827 -1.32877 3.40375  -0.23
S -1.84011 -0.12229 2.67767  0.40
O -1.14641 0.94096 3.34191  -0.27
O -3.20891 0.42928 2.11106  -0.36
O -1.21722 -0.37048 1.27709  -0.47
C 6.03117 4.37788 0.63154  -0.05
C 4.85081 3.44905 0.73979  -0.26
C 3.64210 3.88405 1.26445  -0.02
C 2.55235 3.02250 1.34331  -0.06
C 2.68112 1.71989 0.89482  -0.35
C 3.88117 1.26232 0.36145  -0.05
C 4.95487 2.12584 0.29415  -0.02
S 1.24193 0.67699 0.95382  1.08
O 1.13568 0.04801 -0.41859  -0.47
C 1.86823 -0.51652 2.15413  -0.28
C 1.75814 -0.00702 3.47650  -0.07
C 2.05611 -0.78605 4.54503  0.00
C 2.44737 -2.13606 4.35353  -0.14
C 2.70959 -2.98799 5.45559  -0.03
C 3.10436 -4.27777 5.26078  -0.07
C 3.23659 -4.78180 3.94683  -0.06
C 2.98845 -3.98366 2.86846  0.00
C 2.59934 -2.62905 3.03902  -0.09
C 2.32793 -1.77827 1.91230  -0.13
C 2.75845 -2.29429 0.56781  -0.15
C 4.17472 -2.32075 0.31506  -0.11
C 5.10358 -1.66229 1.16767  -0.03
C 6.44682 -1.74841 0.94200  -0.06
C 6.94294 -2.49847 -0.14856  -0.07
C 6.07459 -3.10754 -1.00529  -0.03
C 4.67308 -3.02477 -0.80268  -0.15
C 3.76216 -3.66869 -1.68259  -0.01
C 2.42434 -3.59193 -1.46290  -0.04
C 1.92808 -2.90087 -0.33152  -0.29
S 0.18021 -3.01584 0.07604  1.03
O -0.06117 -4.42838 0.51042  -0.48
C -0.51276 -2.91746 -1.58415  -0.38
C -0.20054 -1.90617 -2.49120  -0.10
C -0.89372 -1.83329 -3.68869  -0.03
C -1.90010 -2.75114 -4.00201  -0.26
C -2.66416 -2.63425 -5.29668  -0.04
C -2.17094 -3.76774 -3.09465  -0.03
C -1.48100 -3.85729 -1.88868  -0.07
H 5.76980 5.38620 0.95028  0.08
H 6.39139 4.42624 -0.39703  0.08
H 6.85847 4.02740 1.25225  0.08
H 3.53659 4.91085 1.59480  0.12
H 1.60477 3.36866 1.74508  0.10
H 3.95898 0.24593 -0.00808  0.10
H 5.89412 1.77485 -0.12202  0.12
H 1.43876 1.02047 3.61773  0.11
H 1.98170 -0.39189 5.55162  0.12
H 2.57984 -2.59235 6.45685  0.11
H 3.30905 -4.91987 6.10853  0.10
H 3.53104 -5.81213 3.79361  0.11
H 3.06538 -4.39583 1.86967  0.12
H 4.73562 -1.08225 2.00497  0.12
H 7.13761 -1.23894 1.60235  0.11
H 8.01138 -2.58418 -0.30247  0.10
H 6.44184 -3.67709 -1.85094  0.11
H 4.14893 -4.23477 -2.52208  0.12
H 1.72865 -4.10900 -2.11343  0.12
H 0.57686 -1.18748 -2.26183  0.11
H -0.64518 -1.05124 -4.39954  0.13
H -2.05284 -2.96036 -6.14110  0.08
H -2.95507 -1.59972 -5.48296  0.08
H -3.56474 -3.24699 -5.27767  0.08
H -2.93710 -4.50023 -3.32515  0.11
H -1.68265 -4.64869 -1.17512  0.11
O 1.34871 3.96453 -4.38419  -0.04
C 0.95002 5.17507 -3.75072  -0.24
N 0.21874 4.81906 -2.57206  0.10
C 0.67600 5.09865 -1.31869  -0.43
O 1.63601 5.80918 -1.08960  0.08
C -0.12920 4.50528 -0.20145  -0.12
C -0.33820 5.25388 0.94674  0.01
C -1.06064 4.69190 1.97949  -0.02
C -1.54320 3.39972 1.83869  -0.11
N -1.32713 2.65987 0.74601  0.05
C -0.63182 3.22027 -0.25244  -0.10
H 1.95345 4.17542 -5.10247  0.09
H 0.31424 5.75992 -4.41682  0.13
H 1.80144 5.77193 -3.43418  0.12
H -0.54112 4.16772 -2.68563  0.12
H 0.06605 6.25685 1.00478  0.13
H -1.25026 5.23503 2.89519  0.12
H -2.10700 2.93549 2.63244  0.11
H -0.45726 2.59109 -1.11724  0.12
O -1.19673 0.49774 -1.32662  -0.11
H -0.28907 0.28624 -0.97906  -0.01
H -1.35990 -0.18111 -1.99816  0.05
F -6.62037 2.54083 -2.20919  0.18
C -5.45439 1.90717 -2.09473  -0.55
F -4.86358 1.88879 -3.29569  0.18
F -5.70317 0.64502 -1.75107  0.17
C -4.50816 2.58018 -1.04484  -0.23
O -3.51648 1.69585 -0.73544  -0.19
C -5.32324 2.94714 0.23290  -0.55
F -4.50629 3.32290 1.22182  0.17
F -6.18561 3.93607 0.00596  0.19
F -5.99502 1.87284 0.65905  0.18
C -3.88194 3.86470 -1.66657  -0.54
F -2.86413 3.53253 -2.47298  0.17
F -3.39792 4.67935 -0.72609  0.18
F -4.77369 4.54867 -2.38348  0.19
C -5.50295 -3.28290 -1.00385  -0.17
Si -4.68207 -2.30468 0.36011  0.42
C -3.82705 -3.48942 1.49934  -0.15
C -6.02964 -1.39193 1.26305  -0.17
C -3.41191 -1.19695 -0.47940  -0.26
H -6.29776 -3.91578 -0.59588  0.03
H -4.78189 -3.93380 -1.51003  0.02
H -5.94985 -2.62504 -1.75682  0.03
H -4.54639 -4.15239 1.98659  0.04
H -3.27289 -2.95899 2.27762  0.02
H -3.10136 -4.09964 0.94960  0.03
H -6.72454 -2.10987 1.70703  0.04
H -6.59829 -0.74169 0.59161  0.02
H -5.62008 -0.77467 2.06781  0.03
H -2.51890 -1.84362 -0.52723  0.01
H -3.73149 -0.98087 -1.50086  0.03

***

Entry 2:
C49H48AsGaN6O4S2Si as an isolated structure. Source: the OMol25 dataset; level of theory: wB97M-V/def2-TZVPD.

Properties
* LUMO energy: 0.006 Ha
* spin multiplicity: 1
* frontier orbital gap: 7.62 eV
* net charge: 0

Each line ends with the natural charge from an NBO analysis.
Cartesian coordinates (Å):
Ga -0.33191 1.44818 -0.56684  0.83
S 0.75376 -2.05352 -1.16559  0.05
C 1.38708 -3.32043 -2.24941  -0.07
C 0.75530 -4.42315 -2.79217  -0.26
C 1.51730 -5.24007 -3.62505  -0.19
C 2.85000 -4.95087 -3.90381  -0.21
C 3.46681 -3.83143 -3.34934  -0.18
C 2.72026 -3.02582 -2.51413  -0.44
As 2.85580 -1.43370 -1.39250  1.62
C 3.22828 -0.03938 -2.63843  -0.40
C 2.33894 0.03106 -3.70581  -0.19
C 2.52357 1.00475 -4.67383  -0.21
C 3.59857 1.88145 -4.57941  -0.19
C 4.48885 1.78635 -3.51895  -0.22
C 4.30727 0.82547 -2.53234  -0.14
C 4.06566 -2.07301 -0.06476  -0.25
C 5.41828 -2.18518 -0.35613  -0.22
C 6.26779 -2.71308 0.60154  -0.20
C 5.76051 -3.12919 1.82733  -0.20
C 4.40410 -3.02632 2.09758  -0.19
C 3.54304 -2.49615 1.14578  -0.23
H -0.28521 -4.64151 -2.58781  0.23
H 1.06023 -6.11726 -4.06520  0.22
H 3.41259 -5.60136 -4.56054  0.22
H 4.50167 -3.60571 -3.57760  0.22
H 1.50676 -0.65877 -3.77859  0.23
H 1.82926 1.07755 -5.50068  0.22
H 3.74112 2.64200 -5.33663  0.22
H 5.32816 2.46640 -3.44941  0.22
H 4.97353 0.77467 -1.68175  0.25
H 5.81407 -1.84288 -1.30533  0.22
H 7.32687 -2.79503 0.39378  0.22
H 6.43041 -3.53242 2.57588  0.22
H 4.00857 -3.34960 3.05165  0.22
H 2.48522 -2.40119 1.35293  0.24
N 2.28097 4.27858 -2.11450  -0.78
C 1.40257 4.81598 -1.22504  0.61
N 1.84934 5.77171 -0.41437  -0.57
C 0.92919 6.22664 0.43575  0.60
N 1.31169 7.19075 1.30434  -0.78
N -0.34802 5.82571 0.50289  -0.58
C -0.66299 4.88480 -0.37957  0.44
N 0.15186 4.33894 -1.26377  -0.54
C -2.07512 4.37219 -0.33508  0.13
C -3.02711 5.01982 0.43825  -0.21
C -4.33595 4.56050 0.40390  -0.17
C -4.64238 3.47361 -0.39348  -0.23
C -3.61091 2.86372 -1.09347  0.05
N -2.35259 3.29648 -1.07302  -0.43
H 3.25356 4.41276 -1.89290  0.40
H 2.02181 3.37599 -2.48048  0.40
H 2.29227 7.38980 1.38175  0.40
H 0.69344 7.41531 2.06163  0.40
H -2.72660 5.86085 1.04491  0.24
H -5.10359 5.04108 0.99708  0.22
H -5.65034 3.08243 -0.45778  0.23
H -3.80218 1.98147 -1.69641  0.20
C 2.13499 -0.55112 6.58975  -0.63
C 2.34829 -0.18831 5.14260  -0.02
C 3.54288 0.39702 4.72999  -0.22
C 3.74696 0.75087 3.40726  -0.17
C 2.73951 0.51571 2.47981  -0.35
C 1.53865 -0.05549 2.86594  -0.21
C 1.35456 -0.41108 4.19554  -0.16
S 2.97060 1.04331 0.81212  2.43
O 2.47006 2.39340 0.71691  -0.95
O 4.36487 0.84831 0.47826  -1.00
O 2.08483 0.08024 0.02695  -1.06
H 1.96216 0.34497 7.19008  0.22
H 3.00815 -1.05724 7.00340  0.22
H 1.27040 -1.20307 6.71080  0.22
H 4.32583 0.57670 5.45864  0.21
H 4.68091 1.19097 3.08310  0.24
H 0.75687 -0.21756 2.13556  0.24
H 0.42069 -0.86981 4.49833  0.21
C -1.95285 -1.97643 2.57204  -0.60
C -2.85291 -2.29144 1.37512  -0.52
C -4.26081 -2.61930 1.89826  -0.60
C -2.31341 -3.55611 0.68937  -0.60
Si -2.87177 -0.76553 0.20072  2.06
O -1.52992 0.12309 0.18316  -1.48
C -3.26416 -1.37245 -1.54686  -0.57
C -4.33602 -2.21666 -1.86297  -0.14
C -4.57839 -2.63142 -3.16554  -0.24
C -3.74504 -2.21231 -4.19532  -0.22
C -2.67212 -1.38084 -3.91146  -0.23
C -2.43995 -0.96870 -2.60338  -0.13
C -4.32313 0.29131 0.80054  -0.52
C -5.57858 0.32174 0.18827  -0.21
C -6.63903 1.03362 0.74056  -0.23
C -6.46267 1.73994 1.92200  -0.21
C -5.21770 1.74192 2.54008  -0.24
C -4.16599 1.02977 1.98114  -0.14
H -1.90868 -2.83933 3.24893  0.20
H -2.32181 -1.12096 3.14677  0.21
H -0.94132 -1.74833 2.24628  0.21
H -4.20438 -3.48345 2.57099  0.20
H -4.95330 -2.87820 1.09272  0.20
H -4.70358 -1.79120 2.45165  0.22
H -2.30733 -4.39035 1.40102  0.20
H -1.28605 -3.42257 0.33293  0.20
H -2.92586 -3.84978 -0.16618  0.21
H -5.00049 -2.56444 -1.07919  0.20
H -5.41750 -3.28252 -3.37826  0.21
H -3.93609 -2.52903 -5.21323  0.21
H -2.01624 -1.05080 -4.70854  0.21
H -1.59943 -0.31749 -2.39383  0.20
H -5.73762 -0.21483 -0.74058  0.21
H -7.60539 1.03193 0.25028  0.21
H -7.28773 2.29134 2.35598  0.21
H -5.07059 2.29453 3.46041  0.21
H -3.19480 1.05747 2.46605  0.21

***

For reference, highest occupied orbital energy by record: -8.327, -7.449 eV.
For reference, energy by record: -5989.90354, -7772.10820 hartree.
For reference, max |F| by record: 2.92, 0.76 eV/Å.